(1)
The following is a quantum chemistry calculation of 6 unconnected molecules or ions with the total composition C23H43FO8, from the OMol25 dataset.

```
75
Properties=species:S:1:pos:R:3:lowdin_charge:R:1
O 0.02 1.66 -3.42 0.20
C -0.47 0.61 -3.24 -0.56
O -1.75 0.38 -3.08 0.11
C -1.98 -0.98 -2.73 -0.05
C -0.74 -1.65 -3.17 -0.37
F -0.84 -2.08 -4.42 0.10
O 0.21 -0.62 -3.08 0.11
H -2.11 -1.14 -1.66 0.14
H -2.86 -1.33 -3.24 0.15
H -0.38 -2.50 -2.61 0.14
C 2.52 -0.85 0.21 -0.17
C 1.51 -0.13 1.07 -0.15
C 0.23 -0.60 0.40 -0.24
O 0.37 -1.91 -0.09 -0.15
C 1.82 -2.09 -0.32 -0.15
H 3.37 -1.18 0.85 0.13
H 2.79 -0.24 -0.65 0.10
H 1.66 0.98 1.22 0.12
H 1.62 -0.57 2.10 0.12
H 0.01 0.08 -0.39 0.10
H -0.67 -0.59 1.04 0.10
H 1.92 -2.26 -1.38 0.10
H 2.15 -2.99 0.16 0.11
C -2.96 -1.69 4.70 -0.16
C -1.73 -0.82 4.67 -0.15
C -1.52 -0.76 3.20 -0.30
O -2.73 -0.62 2.57 -0.12
C -3.71 -1.23 3.47 -0.16
H -3.56 -1.55 5.59 0.11
H -2.71 -2.70 4.72 0.09
H -0.90 -1.19 5.17 0.09
H -1.91 0.22 4.99 0.13
H -1.08 -1.70 2.89 0.12
H -0.86 0.08 3.00 0.13
H -4.23 -1.99 2.92 0.10
H -4.53 -0.50 3.67 0.13
C 0.08 5.64 0.85 -0.17
C -0.78 4.76 -0.07 -0.16
C -1.23 3.71 0.93 -0.19
O -0.06 3.46 1.76 -0.16
C 0.76 4.61 1.70 -0.24
H -0.54 6.30 1.40 0.09
H 0.85 6.27 0.29 0.14
H 0.00 4.24 -0.68 0.11
H -1.58 5.29 -0.56 0.11
H -1.60 2.81 0.38 0.13
H -2.01 4.03 1.62 0.11
H 1.70 4.24 1.33 0.09
H 1.02 4.79 2.78 0.13
C -2.00 -4.76 -0.71 -0.15
C -0.94 -5.40 -1.65 -0.15
C -0.23 -6.41 -0.78 -0.21
O -1.20 -6.80 0.20 -0.15
C -2.03 -5.69 0.46 -0.22
H -3.02 -4.63 -1.00 0.10
H -1.71 -3.78 -0.42 0.08
H -0.19 -4.69 -2.11 0.11
H -1.43 -5.97 -2.41 0.10
H 0.58 -5.87 -0.29 0.11
H 0.05 -7.36 -1.31 0.14
H -1.55 -5.21 1.38 0.14
H -3.02 -6.02 0.75 0.11
C 4.05 4.06 -3.03 -0.14
C 4.28 2.96 -1.92 -0.14
C 2.93 2.99 -1.17 -0.19
O 2.24 4.29 -1.45 -0.16
C 2.54 4.44 -2.87 -0.17
H 4.35 3.72 -3.99 0.09
H 4.69 4.92 -2.88 0.10
H 5.08 3.31 -1.23 0.11
H 4.40 1.98 -2.36 0.10
H 3.03 2.91 -0.06 0.11
H 2.36 2.11 -1.42 0.09
H 2.29 5.42 -3.13 0.09
H 1.88 3.76 -3.45 0.11
```

HOMO level = -9.0356 eV
Total charge = 0
Maximum force = 0.061 Eh/bohr
Frontier orbital gap = 0.35638 hartree
Calculated total energy = -1603.8156 Ha
SMILES = O=C1OC[C@@H](F)O1.C1CCOC1.C1CCOC1.C1CCOC1.C1CCOC1.C1CCOC1


(2)
The following is a quantum chemistry calculation of 3 unconnected molecules or ions with the total composition C3H7O2, from the OMol25 dataset.

```
12
Properties=species:S:1:pos:R:3:lowdin_charge:R:1
C -0.75 1.35 0.02 -0.08
O -0.83 2.45 -0.67 -0.15
H -1.24 1.16 0.94 0.05
H -0.57 0.48 -0.73 0.08
H -7.39 -1.74 -1.02 0.00
C 1.85 -0.70 -0.68 -0.16
C 1.28 -1.47 0.35 -0.47
O 0.39 -1.07 1.34 -0.34
H 2.27 -1.39 -1.52 0.01
H 2.09 0.38 -0.68 0.00
H 1.45 -2.60 0.34 0.06
H -7.35 -2.43 -0.78 0.00
```

HOMO level = -2.6467 eV
Total charge = -1
ΔE to the lowest compared entry with this formula, charge and spin = 447.1 kJ/mol
Maximum force = 0.154 Eh/bohr
Frontier orbital gap = 0.24946 hartree
Calculated total energy = -268.8697 Ha


(3)
The following is a quantum chemistry calculation of 18 unconnected molecules or ions with the total composition H35O17S, from the OMol25 dataset.

```
53
Properties=species:S:1:pos:R:3:lowdin_charge:R:1
S -0.77 -0.47 1.70 0.11
H -0.16 0.49 2.44 -0.35
H -0.65 3.40 1.16 0.03
H -1.28 3.35 -0.30 0.03
O -0.47 3.25 0.22 -0.06
H -1.79 -0.52 4.15 -0.07
H -1.75 -1.95 4.48 0.01
O -1.68 -1.10 4.93 -0.12
H 3.94 -2.60 -0.29 -0.02
H 3.12 -3.69 -0.85 0.01
O 3.65 -3.49 -0.05 -0.10
H -1.08 -2.21 -1.06 0.01
H -1.91 -2.64 0.15 0.02
O -1.82 -2.78 -0.80 -0.07
H -2.67 2.05 -0.95 -0.02
H -4.03 2.45 -0.24 0.00
O -3.29 2.78 -0.75 -0.10
H 4.23 0.09 0.20 0.00
H 4.53 -0.36 -1.14 0.03
O 4.55 -0.71 -0.24 -0.07
H 2.84 2.01 1.60 0.05
H 3.54 0.83 2.21 0.03
O 3.72 1.64 1.70 -0.06
H -1.12 2.57 3.63 0.03
H 0.21 3.30 3.76 0.05
O -0.62 3.29 3.27 -0.05
H 1.22 -4.04 -0.31 0.06
H 1.21 -2.75 -1.00 0.01
O 1.31 -3.69 -1.20 -0.07
H 0.75 2.51 -0.63 0.02
H 0.22 2.17 -2.04 0.05
O 1.00 2.09 -1.49 -0.09
H -4.38 0.20 0.16 0.03
H -4.10 0.56 1.64 0.04
O -4.42 0.91 0.81 -0.06
H 0.46 -0.15 -1.79 0.00
H 2.01 -0.37 -1.46 0.02
O 1.25 -0.66 -1.99 -0.06
H 1.89 -1.43 1.91 -0.02
H 3.39 -1.32 1.72 0.00
O 2.71 -1.24 2.40 -0.08
H 2.83 1.53 -1.45 0.01
H 3.79 2.08 -0.50 0.03
O 3.80 1.58 -1.33 -0.08
H -3.52 -2.10 -1.57 0.02
H -3.71 -0.99 -2.66 0.01
O -4.01 -1.31 -1.79 -0.07
H -2.35 -0.28 -4.49 0.06
H -1.88 -1.69 -4.02 0.05
O -2.64 -1.18 -4.29 -0.03
H -2.52 -0.21 -1.67 -0.01
H -1.64 0.30 -0.47 -0.07
O -1.89 0.47 -1.40 -0.11
```

HOMO level = -5.1516 eV
Total charge = -1
ΔE to the lowest compared entry with this formula, charge and spin = 0.0 kJ/mol
Maximum force = 0.029 Eh/bohr
Frontier orbital gap = 0.27310 hartree
Calculated total energy = -1698.3767 Ha


(4)
The following is a quantum chemistry calculation of a molecular structure, C35H36MoN7O2Sb, from the OMol25 dataset.

```
82
Properties=species:S:1:pos:R:3:lowdin_charge:R:1
Mo -0.31 0.01 0.15 1.62
O 2.25 -0.75 -2.77 0.11
C 1.24 -0.27 -2.29 -0.50
N 1.17 0.46 -1.13 -0.11
C 2.28 1.18 -0.71 -0.24
C 3.35 1.63 -1.46 0.01
C 4.33 2.39 -0.84 -0.03
C 4.23 2.72 0.50 -0.03
C 3.18 2.25 1.27 0.01
C 2.21 1.45 0.67 -0.26
N 1.15 0.80 1.29 -0.07
C 1.37 0.47 2.61 -0.44
O 2.43 0.52 3.19 0.14
C 0.14 -0.06 3.25 -0.19
C 0.08 -0.13 4.63 0.05
C -1.06 -0.63 5.23 0.01
C -2.07 -1.08 4.39 0.00
C -1.92 -0.98 3.02 -0.08
N -0.84 -0.45 2.42 0.05
C -0.12 -0.40 -2.84 -0.18
C -0.35 -0.73 -4.17 0.05
C -1.65 -0.63 -4.65 0.01
C -2.63 -0.16 -3.79 0.01
C -2.32 0.12 -2.48 -0.07
N -1.08 -0.02 -1.98 0.02
H 3.42 1.39 -2.51 0.12
H 5.17 2.73 -1.42 0.12
H 4.99 3.33 0.97 0.12
H 3.11 2.51 2.32 0.12
H 0.94 0.21 5.20 0.14
H -1.16 -0.67 6.31 0.13
H -2.97 -1.51 4.80 0.13
H -2.72 -1.34 2.40 0.10
H 0.48 -1.03 -4.78 0.14
H -1.87 -0.88 -5.68 0.13
H -3.64 -0.01 -4.14 0.13
H -3.09 0.48 -1.81 0.12
C -1.82 5.42 -0.31 -0.05
C -3.04 4.76 -0.19 -0.05
C -3.08 3.41 0.06 -0.01
C -1.89 2.68 0.20 -0.26
C -0.66 3.35 0.10 -0.03
C -0.64 4.71 -0.16 -0.06
N -1.91 1.32 0.41 -0.14
N -3.10 0.80 0.55 0.06
C -3.17 -0.52 0.40 -0.42
C -4.44 -1.16 0.47 0.01
C -4.53 -2.50 0.24 -0.02
C -3.35 -3.21 -0.08 -0.03
C -2.16 -2.53 -0.14 -0.14
N -2.02 -1.21 0.09 -0.11
H -1.79 6.48 -0.51 0.12
H -3.96 5.31 -0.29 0.12
H -4.02 2.89 0.16 0.10
H 0.28 2.83 0.25 0.07
H 0.31 5.22 -0.23 0.11
H -5.30 -0.55 0.71 0.13
H -5.48 -3.01 0.29 0.13
H -3.38 -4.27 -0.28 0.12
H -1.25 -3.08 -0.39 0.05
C 0.41 -4.48 -1.98 -0.17
C 1.66 -3.74 -1.53 -0.36
Sb 1.43 -2.29 0.08 1.55
C 1.02 -3.43 1.90 -0.39
C 1.51 -4.86 1.89 -0.16
C 3.55 -1.76 0.24 -0.35
C 4.39 -2.84 0.89 -0.16
H 0.68 -5.16 -2.79 0.09
H -0.35 -3.80 -2.36 0.06
H -0.02 -5.08 -1.17 0.07
H 2.10 -3.19 -2.36 0.05
H 2.40 -4.45 -1.15 0.06
H -0.07 -3.40 2.06 0.04
H 1.50 -2.86 2.69 0.05
H 1.07 -5.43 1.08 0.06
H 1.23 -5.34 2.82 0.09
H 2.59 -4.91 1.81 0.06
H 3.62 -0.83 0.81 0.05
H 3.88 -1.57 -0.78 0.06
H 4.12 -2.99 1.93 0.07
H 5.44 -2.53 0.86 0.09
H 4.31 -3.79 0.35 0.07
```

HOMO level (spin up / spin down) = -12.2022 / -13.5262 eV
Total charge = +2
ΔE to the lowest compared entry with this formula, charge and spin = 116.8 kJ/mol
Maximum force = 0.031 Eh/bohr
Frontier orbital gap (spin up / spin down) = 0.15473 / 0.22337 hartree
Calculated total energy = -2197.0559 Ha
Spin multiplicity = 3


(5)
The following is a quantum chemistry calculation of a gas-phase ion, C6H12NO5S (charge +1), from the OMol25 dataset.

```
25
Properties=species:S:1:pos:R:3:lowdin_charge:R:1
C 0.52 -0.94 0.02 -0.30
C -0.87 -0.70 -0.53 -0.39
C 0.87 -0.02 1.23 -0.16
C -0.85 0.48 -1.47 -0.52
C -0.60 1.81 0.68 -0.63
C 2.24 0.58 1.00 -0.21
N -2.25 0.79 -1.97 0.12
O -0.20 0.98 1.53 0.08
O 0.56 -2.28 0.41 0.02
O -1.29 -1.77 -1.42 -0.04
O -1.74 2.41 0.88 0.15
O 3.25 -0.31 0.56 0.00
S 0.02 1.91 -0.95 1.09
H 1.16 -0.69 -0.97 0.21
H -1.74 -0.84 0.20 0.18
H 0.80 -0.56 2.19 0.17
H 2.62 1.02 2.08 0.19
H 2.12 1.30 0.28 0.05
H -2.80 -0.13 -2.08 0.18
H -2.20 1.36 -2.84 0.17
H -2.86 1.13 -1.11 0.19
H 1.16 -2.77 -0.13 0.12
H -1.23 -2.58 -0.89 0.10
H -1.91 2.51 1.80 0.14
H 3.35 -1.09 1.06 0.08
```

HOMO level = -11.7792 eV
Total charge = +1
ΔE to the lowest compared entry with this formula, charge and spin = 164.6 kJ/mol
Maximum force = 0.109 Eh/bohr
Frontier orbital gap = 0.28159 hartree
Calculated total energy = -1064.5598 Ha


(6)
The following is a quantum chemistry calculation of 2 unconnected molecules or ions with the total composition C32H33O3Si, from the OMol25 dataset.

```
69
Properties=species:S:1:pos:R:3:lowdin_charge:R:1
C -4.04 5.07 6.63 -0.03
O -3.99 3.67 6.27 -0.04
C -2.78 3.18 5.88 -0.20
C -2.72 1.81 5.51 0.04
C -1.52 1.27 5.10 0.01
C -0.35 2.08 5.05 -0.18
C 0.87 1.50 4.61 0.02
O 1.96 2.21 4.58 -0.03
C 3.17 1.53 4.17 0.01
C -0.42 3.45 5.42 0.04
C -1.61 3.99 5.83 0.02
H -5.08 5.22 6.90 0.10
H -3.38 5.29 7.49 0.11
H -3.76 5.72 5.79 0.11
H -3.63 1.22 5.56 0.14
H -1.42 0.23 4.81 0.13
H 0.96 0.44 4.34 0.16
H 3.95 2.30 4.19 0.11
H 3.40 0.71 4.87 0.11
H 3.05 1.12 3.16 0.09
H 0.47 4.07 5.39 0.14
H -1.66 5.04 6.11 0.12
C 4.25 -2.22 -3.25 -0.08
C 3.53 -2.93 -2.28 -0.08
C 2.17 -2.68 -2.10 -0.09
C 1.53 -1.70 -2.86 -0.24
Si -0.25 -1.33 -2.58 0.62
C -1.06 -0.90 -4.18 -0.25
C -0.64 -1.51 -5.37 -0.10
C -1.28 -1.20 -6.58 -0.07
C -2.35 -0.30 -6.59 -0.08
C -2.78 0.29 -5.40 -0.08
C -2.14 -0.01 -4.19 -0.08
C -1.10 -2.77 -1.81 -0.23
C -1.65 -3.77 -2.63 -0.07
C -2.27 -4.89 -2.06 -0.07
C -2.34 -5.00 -0.67 -0.08
C -1.80 -4.00 0.15 -0.09
C -1.18 -2.89 -0.42 -0.10
O -0.36 -0.02 -1.50 -0.09
C 0.72 0.61 -1.00 -0.36
C 1.21 1.81 -1.43 -0.02
C 2.49 2.11 -0.76 -0.19
C 2.86 0.77 -0.06 -0.17
C 1.57 -0.03 0.07 -0.13
C 2.24 -0.99 -3.84 -0.08
C 3.61 -1.25 -4.03 -0.07
H 5.31 -2.42 -3.40 0.11
H 4.02 -3.69 -1.66 0.10
H 1.60 -3.26 -1.36 0.10
H 0.18 -2.22 -5.36 0.11
H -0.93 -1.68 -7.50 0.11
H -2.84 -0.06 -7.53 0.11
H -3.62 0.99 -5.40 0.10
H -2.49 0.44 -3.26 0.11
H -1.58 -3.68 -3.72 0.10
H -2.69 -5.66 -2.70 0.11
H -2.82 -5.87 -0.21 0.10
H -1.84 -4.08 1.24 0.10
H -0.77 -2.10 0.22 0.09
H 0.74 2.44 -2.18 0.12
H 3.29 2.45 -1.43 0.11
H 2.36 2.88 0.01 0.10
H 3.57 0.22 -0.70 0.11
H 3.33 0.94 0.92 0.08
H 1.11 0.12 1.06 0.10
H 1.73 -1.12 -0.05 0.10
H 1.74 -0.24 -4.45 0.11
H 4.15 -0.69 -4.79 0.11
```

HOMO level = -10.1728 eV
Total charge = +1
ΔE to the lowest compared entry with this formula, charge and spin = 0.0 kJ/mol
Maximum force = 0.039 Eh/bohr
Frontier orbital gap = 0.18707 hartree
Calculated total energy = -1754.1674 Ha


(7)
The following is a quantum chemistry calculation of a molecular structure, C33H29F5N6O4SnTe2, from the OMol25 dataset.

```
80
Properties=species:S:1:pos:R:3:lowdin_charge:R:1
Sn 0.04 -0.78 -1.11 1.14
O 3.77 -2.99 -0.18 0.01
C 2.65 -2.58 -0.48 -0.49
N 2.15 -1.35 -0.41 -0.03
C 2.96 -0.23 -0.16 -0.23
C 3.86 -0.13 0.89 -0.03
C 4.60 1.03 1.07 -0.12
C 4.46 2.08 0.17 -0.12
C 3.56 1.99 -0.89 -0.04
C 2.78 0.85 -1.05 -0.22
N 1.78 0.66 -2.00 -0.01
C 1.71 1.32 -3.14 -0.51
O 2.48 2.17 -3.62 -0.01
C 0.49 0.93 -3.94 -0.18
C 0.19 1.62 -5.11 -0.01
C -0.92 1.25 -5.84 -0.07
C -1.69 0.19 -5.40 -0.05
C -1.33 -0.45 -4.23 -0.12
N -0.27 -0.08 -3.51 0.05
C 1.65 -3.55 -1.07 -0.19
C 1.83 -4.91 -0.92 -0.01
C 0.91 -5.77 -1.49 -0.07
C -0.14 -5.24 -2.22 -0.05
C -0.24 -3.87 -2.34 -0.11
N 0.63 -3.04 -1.77 0.05
H 3.97 -0.97 1.56 0.11
H 5.29 1.11 1.90 0.08
H 5.05 2.98 0.30 0.09
H 3.47 2.79 -1.61 0.09
H 0.85 2.43 -5.40 0.11
H -1.18 1.78 -6.75 0.10
H -2.57 -0.15 -5.94 0.10
H -1.92 -1.27 -3.84 0.06
H 2.69 -5.25 -0.35 0.11
H 1.01 -6.84 -1.35 0.10
H -0.89 -5.87 -2.67 0.10
H -1.06 -3.41 -2.87 0.10
N 0.18 0.16 4.31 0.19
C -0.20 -1.12 4.57 -0.50
O -0.16 -1.60 5.69 0.03
C -0.67 -1.89 3.38 -0.13
C -1.74 -2.77 3.47 0.00
C -2.17 -3.43 2.34 -0.04
C -1.52 -3.19 1.13 -0.12
N -0.48 -2.37 1.04 0.02
C -0.07 -1.74 2.14 -0.11
H 0.52 0.73 5.06 0.11
H 0.07 0.57 3.39 0.09
H -2.23 -2.90 4.43 0.12
H -3.04 -4.06 2.35 0.11
H -1.88 -3.63 0.21 0.09
H 0.80 -1.09 2.01 0.11
C 0.52 5.58 3.51 -0.07
C -0.06 4.46 2.68 -0.28
C -0.97 3.57 3.21 -0.04
C -1.55 2.56 2.44 -0.33
C -2.58 1.67 3.09 -0.11
C -1.19 2.44 1.09 -0.39
Te -2.19 0.94 -0.06 1.28
C -0.25 3.33 0.54 -0.28
C 0.18 3.29 -0.90 -0.07
C 0.30 4.32 1.35 -0.03
H 0.24 5.47 4.56 0.06
H 0.15 6.55 3.16 0.07
H 1.61 5.60 3.45 0.07
H -1.26 3.66 4.26 0.11
H -2.47 1.68 4.18 0.07
H -2.50 0.64 2.73 0.03
H -3.58 2.01 2.83 0.08
H -0.15 2.39 -1.41 0.00
H 1.27 3.34 -0.98 0.07
H -0.23 4.15 -1.44 0.09
H 1.03 5.00 0.91 0.12
F -3.81 -2.11 -3.52 -0.57
Te -3.69 -1.57 -1.58 1.68
F -3.69 -3.50 -1.40 -0.48
F -3.80 -1.79 0.39 -0.57
F -5.67 -2.01 -1.54 -0.61
F -3.89 2.00 0.31 -0.67
O -1.81 -1.81 -1.63 -0.95
```

HOMO level = -2.2769 eV
Total charge = -2
ΔE to the lowest compared entry with this formula, charge and spin = 77.0 kJ/mol
Maximum force = 0.037 Eh/bohr
Frontier orbital gap = 0.23455 hartree
Calculated total energy = -3154.3770 Ha


(8)
The following is a quantum chemistry calculation of 15 unconnected molecules or ions with the total composition H30O15, from the OMol25 dataset.

```
45
Properties=species:S:1:pos:R:3:lowdin_charge:R:1
O -23.90 -2.80 4.94 -0.09
H -23.56 -3.60 4.52 -0.01
H -23.82 -3.01 5.89 -0.02
O -21.75 -8.94 8.46 -0.07
H -21.60 -8.00 8.40 -0.03
H -22.50 -9.08 9.06 0.04
O -22.36 -4.88 3.74 -0.04
H -22.19 -4.28 3.03 0.06
H -21.60 -4.62 4.23 -0.02
O -21.68 -7.39 4.99 -0.03
H -21.99 -7.38 4.10 0.07
H -21.91 -6.47 5.16 0.02
O -20.48 -1.65 5.49 -0.04
H -19.79 -1.16 5.87 0.04
H -20.20 -2.52 5.16 0.00
O -24.23 -4.09 7.39 -0.04
H -24.10 -3.55 8.14 0.02
H -24.80 -4.86 7.70 0.09
O -23.41 -7.25 6.85 -0.05
H -22.67 -7.52 6.27 0.00
H -24.01 -7.97 6.88 0.05
O -21.42 -4.91 6.43 -0.03
H -21.08 -5.59 7.01 -0.03
H -22.27 -4.64 6.73 0.01
O -22.33 -1.71 7.34 -0.07
H -22.45 -0.76 7.33 0.03
H -21.59 -1.85 6.72 -0.02
O -20.47 -6.50 8.16 -0.04
H -20.62 -5.71 8.62 0.00
H -19.48 -6.55 8.21 0.12
O -19.00 -3.40 7.20 -0.02
H -19.85 -3.82 7.16 -0.02
H -19.09 -2.55 7.57 0.01
O -19.81 -3.84 4.14 -0.05
H -19.33 -4.53 4.67 0.10
H -19.37 -4.06 3.31 0.08
O -19.30 -7.97 6.13 -0.04
H -19.42 -8.42 6.93 -0.01
H -20.10 -7.57 5.78 -0.02
O -23.16 -6.10 9.43 -0.01
H -23.93 -6.37 9.87 0.03
H -23.26 -6.43 8.55 -0.02
O -21.30 -4.05 9.24 -0.05
H -21.17 -3.13 9.57 0.08
H -22.15 -4.33 9.56 0.01
```

HOMO level = -9.7085 eV
Total charge = 0
ΔE to the lowest compared entry with this formula, charge and spin = 130.6 kJ/mol
Maximum force = 0.057 Eh/bohr
Frontier orbital gap = 0.35875 hartree
Calculated total energy = -1146.5903 Ha